Record 1
Below is the molecule C5H6N2 in a non-equilibrium geometry, with properties calculated with ωB97M-V/def2-TZVPD.

XYZ file:
```
13
Properties=species:S:1:pos:R:3:forces:R:3
N -0.49079 -1.58409 2.48351 -0.406 0.895 -1.291
C -0.68942 -1.18643 1.40862 -0.467 -0.524 2.480
C -0.80564 -1.05296 0.00433 0.873 -0.380 -0.521
C -0.47858 0.00155 -0.98601 -0.662 0.064 -0.152
C 0.02272 1.31281 -0.46360 -0.038 -0.031 0.014
C 1.09631 0.46814 0.25449 0.219 -0.081 -0.103
N 0.63005 -0.81298 -0.49451 0.214 -0.061 -0.012
H -1.39537 -1.88724 -0.40194 0.838 0.135 -0.104
H -0.82350 -0.24361 -1.98431 -0.316 0.398 -0.014
H 0.43074 1.90757 -1.27857 -0.005 0.175 0.177
H -0.67161 1.88288 0.15145 0.085 0.102 -0.107
H 2.12232 0.70282 -0.04506 -0.258 -0.231 -0.034
H 1.05275 0.49153 1.35161 -0.075 -0.460 -0.332
```
Positions in Å, forces in eV/Å.

The energy above the lowest of the compared OMol25 structures with the same formula, charge and spin comes out at 301.73 kJ/mol. As for the total energy: -8259.2311 eV. The calculation puts the HOMO-LUMO gap at 10.53 eV. The SMILES is N#C[C@H]1[C@H]2CCN21. As for the charge: 0.

Here are the Löwdin charges for atoms 1 to 8, given in e: N 0.159; C -0.223; C -0.199; C -0.259; C -0.106; C -0.129; N 0.037; H 0.149


Record 2
Below is the molecule C5H3NO in a non-equilibrium geometry, with properties calculated with ωB97M-V/def2-TZVPD.

XYZ file:
```
10
Properties=species:S:1:pos:R:3:forces:R:3
C -2.02796 0.76663 0.10797 3.679 -1.634 -0.042
C 0.50701 0.86697 -0.04825 5.893 1.931 -0.479
C -0.70808 0.28067 0.12772 -6.945 -2.724 1.123
C -0.09440 -1.11816 0.11694 0.579 3.478 -0.335
C 1.25167 -0.43190 0.01363 -1.198 1.635 -1.755
N -3.12431 1.03678 -0.04834 -2.808 0.926 -0.149
O -0.46121 -2.20327 -0.04639 -1.473 -3.485 -0.030
H 0.88290 1.82026 -0.25819 0.077 1.138 -0.183
H 1.92363 -0.55436 -0.79547 0.463 -0.768 -1.221
H 1.85075 -0.46361 0.83038 1.733 -0.497 3.071
```
Positions in Å, forces in eV/Å.

The energy above the lowest of the compared OMol25 structures with the same formula, charge and spin comes out at 0.00 kJ/mol. Its spin multiplicity is 3. As for the total energy: -8765.0164 eV. The calculation puts the HOMO-LUMO gap (spin up / spin down) at 7.86 / 6.64 eV. As for the charge: 0.

Here are the Löwdin charges for atoms 1 to 8, given in e: C -0.142; C -0.022; C -0.115; C -0.354; C -0.048; N 0.186; O 0.178; H 0.097